C2H5NOS | ωB97M-V/def2-TZVPD

CARTESIAN COORDINATES (ANGSTROEM)
C1 1.69112 -0.27363 0.06348
S1 0.21691 0.86999 0.19163
C2 -1.01713 -0.17990 -0.32402
N1 -2.49478 0.57515 0.01719
O1 -0.98038 -1.17859 -0.96478
H1 1.74760 -1.05503 0.76196
H2 2.69029 0.25592 0.31657
H3 1.97671 -0.51713 -0.91196
H4 -3.31479 -0.06303 0.20718
H5 -2.40567 1.11206 0.86664

**Kohn-Sham gap**: 10.3 eV
**Spin multiplicity**: 1
**E_HOMO**: -9.7 eV
**DFT total energy**: -16526.8656 eV
**Energy relative to the best compared isomer or geometry (same formula, charge and spin)**: 34.95 kcal/mol
**Net charge**: 0
**LUMO energy**: 0.65 eV
**SMILES string**: CSC(N)=O

Löwdin population analysis, charges in e, atoms 1 to 2: -0.3400 0.9260